1.
# C9H21Cl2IrO3P2

C9H21Cl2IrO3P2 as an isolated structure in a non-equilibrium geometry (wB97M-V/def2-TZVPD, the OMol25 dataset).

Last column: Mulliken charge in e.
Positions of all 38 atoms, in Å:
Ir  0.3616  -0.4488  -0.2944  1.6638
Cl  -0.8787  1.7874  -0.4262  0.0645
Cl  -1.3029  -1.9617  -1.0047  -0.0954
P  -1.5728  -0.6018  2.4882  0.9943
P  0.9794  -0.1102  -2.3674  0.7449
O  -0.2807  -0.4874  1.6799  -0.6109
O  2.1605  -2.7595  0.4890  -0.2510
O  2.3264  0.7949  1.1203  -0.2504
C  2.2334  -1.3468  -2.8096  -1.2523
C  -0.3829  -0.2688  -3.5774  -1.1847
C  1.4843  -1.8805  0.1630  0.2642
C  1.7392  1.4810  -2.8583  -1.1920
C  -2.6576  0.8169  2.3182  -1.1486
C  -2.4920  -2.0828  2.0658  -1.2291
C  -1.0873  -0.7382  4.2143  -1.2205
C  1.5642  2.9159  0.2494  -1.4322
C  1.5929  1.4481  0.4199  0.4418
H  -3.2797  0.9020  3.2180  0.4443
H  1.0026  2.2873  -2.7713  0.3567
H  2.6106  1.7010  -2.2319  0.3778
H  -0.0019  -0.8866  4.2587  0.3459
H  -1.7783  -2.8928  1.8811  0.4209
H  1.7950  -2.3472  -2.7059  0.4116
H  2.0616  1.3980  -3.9052  0.5260
H  -3.0596  -1.8965  1.1480  0.3506
H  -1.6012  -1.5931  4.6711  0.4270
H  -0.7200  -1.3106  -3.6085  0.4289
H  1.2304  3.2272  -0.7430  0.3717
H  -0.0379  0.0529  -4.5693  0.4491
H  -2.0633  1.7255  2.1793  0.3725
H  -3.2982  0.6714  1.4413  0.3793
H  -1.2128  0.3690  -3.2503  0.3888
H  -1.3601  0.1794  4.7490  0.4151
H  2.5630  3.3166  0.4466  0.4095
H  3.0866  -1.2498  -2.1252  0.4395
H  2.5669  -1.1836  -3.8425  0.4477
H  -3.1601  -2.3467  2.8930  0.4568
H  0.8692  3.3189  0.9973  0.4741

Its net charge is +3. The calculation puts the energy above the lowest of the compared OMol25 structures with the same formula, charge and spin at 0.0 kcal/mol. For the LUMO energy (alpha / beta), the calculation gives -0.4279 / -0.5836 hartree. The electronic energy comes out at -62242.8549 eV. As for the multiplicity: 6. As for the expectation value of S²: 8.776.

***

2.
# C9H21ClINdO5P2

C9H21ClINdO5P2 as an isolated structure in a non-equilibrium geometry (wB97M-V/def2-TZVPD, the OMol25 dataset).

Last column: Mulliken charge in e.
Positions of all 40 atoms, in Å:
Nd  -1.0885  1.2036  -0.4671  1.0187
I  -3.1379  1.7708  1.6292  -0.2835
Cl  0.0352  2.6043  -2.3535  -0.4015
P  0.3570  0.0813  2.1047  0.6308
P  0.9019  -0.9125  -1.6536  0.8905
O  -2.3874  -0.1342  -3.1486  -0.1396
O  1.8507  0.0075  2.8239  -0.4060
O  -0.5722  0.3421  3.4375  -0.2458
O  -1.8022  -2.2822  0.7670  -0.1250
O  0.3022  1.6884  1.4906  -0.1160
C  -1.5711  -0.6075  3.9037  -0.6360
C  -3.3214  1.9084  -4.2614  -0.8617
C  0.7021  -0.8504  -3.4755  -1.1769
C  -1.4303  -1.2533  0.3797  0.0813
C  -2.6371  0.9982  -3.3628  0.7698
C  0.9567  -2.7232  -1.4205  -1.2987
C  2.2276  -0.8696  3.9377  -0.5758
C  2.6983  -0.5074  -1.5251  -1.2883
C  0.6313  2.8112  2.3605  -0.6748
H  1.1485  -2.9770  -0.3668  0.3512
H  2.6317  -0.2774  4.7754  0.2704
H  3.0658  -0.7267  -0.5105  0.3714
H  -0.2897  3.2292  2.7650  0.2930
H  -3.9860  1.3815  -4.9586  0.3838
H  -2.5836  2.4847  -4.8605  0.3307
H  0.6190  0.1983  -3.7836  0.3235
H  -2.0124  -0.2051  4.8252  0.2503
H  -3.9403  2.5826  -3.6473  0.3611
H  1.7397  -3.1956  -2.0384  0.4149
H  3.0379  -1.5313  3.5947  0.2759
H  -0.2192  -1.3651  -3.7726  0.3116
H  1.1769  3.5280  1.7403  0.2928
H  -1.0994  -1.5773  4.1343  0.2837
H  2.8240  0.5693  -1.7175  0.3518
H  3.2782  -1.0881  -2.2622  0.4500
H  1.5669  -1.3176  -3.9679  0.4095
H  1.3863  -1.5010  4.3002  0.2407
H  -2.3532  -0.7729  3.1420  0.2694
H  1.3037  2.4580  3.1382  0.2148
H  -0.0097  -3.1722  -1.6957  0.3877

Its net charge is +2. For the LUMO energy (alpha / beta), the calculation gives -0.3852 / -0.3849 hartree. The electronic energy comes out at -74374.2033 eV. As for the multiplicity: 4. As for the expectation value of S²: 3.756.

***

3.
# C9H21ClIO2P2Pt

C9H21ClIO2P2Pt as an isolated structure in a non-equilibrium geometry (wB97M-V/def2-TZVPD, the OMol25 dataset).

Last column: Mulliken charge in e.
Positions of all 37 atoms, in Å:
Pt  0.4986  0.4918  -0.9070  1.1670
I  2.9496  0.8318  3.4408  0.8915
Cl  -0.8323  0.1862  -2.8025  -0.3842
P  1.3679  -1.6643  -0.8466  0.5531
P  -0.7780  2.1822  0.0516  0.5560
O  0.8424  0.0048  2.0294  -0.3172
O  -1.3758  -1.4272  2.7432  -0.1990
C  2.7652  -1.2257  -1.8818  -1.2746
C  -0.7038  2.5796  1.8215  -1.1091
C  0.3607  -3.0633  -1.4622  -1.1953
C  1.0447  0.3601  0.9698  -0.3129
C  -1.6041  -1.2757  1.5880  0.9481
C  2.0663  -2.3952  0.6617  -1.1016
C  0.1410  3.4739  -0.7893  -1.2741
C  -2.5866  2.2169  -0.2255  -1.1948
C  -2.4382  -1.4649  0.4395  -0.6543
H  -3.3362  -2.0396  0.7689  0.4710
H  1.2854  -2.5706  1.4135  0.3425
H  3.3162  -2.1034  -2.1735  0.4256
H  -1.9788  -2.0077  -0.3978  0.0781
H  3.4006  -0.5510  -1.2987  0.3983
H  -3.0858  1.5771  0.5125  0.3810
H  -2.9205  3.2713  -0.0738  0.4768
H  -2.8047  1.8786  -1.2415  0.3980
H  -1.1283  1.7673  2.4261  0.3440
H  0.3263  2.7463  2.1360  0.2821
H  1.1502  3.4815  -0.3638  0.3978
H  0.2077  3.2022  -1.8445  0.4585
H  1.0712  -3.8763  -1.7480  0.4763
H  2.3816  -0.6832  -2.7476  0.4583
H  -0.2277  -2.7364  -2.3220  0.3990
H  -2.7857  -0.5499  -0.0551  0.0750
H  2.5152  -3.3671  0.4010  0.4782
H  -1.3020  3.4874  1.9994  0.4783
H  -0.2925  -3.4299  -0.6607  0.3812
H  -0.3332  4.4316  -0.6530  0.4251
H  2.8233  -1.7393  1.0920  0.2767

Its net charge is +3. The calculation puts the energy above the lowest of the compared OMol25 structures with the same formula, charge and spin at 17.3 kcal/mol. For the LUMO energy (alpha / beta), the calculation gives -0.4412 / -0.5505 hartree. The electronic energy comes out at -56182.4192 eV. As for the multiplicity: 5. As for the expectation value of S²: 6.015.

***

What is the multiplicity in the third record?
5